Entry 1:
{"formula": "C14H20Br6O6", "method": "wB97M-V/def2-TZVPD", "total_charge": 0, "de_lowest_ev": 1.135, "elements": ["O", "C", "O", "C", "C", "C", "H", "H", "H", "H", "H", "H", "O", "C", "O", "C", "C", "C", "H", "H", "H", "H", "H", "H", "O", "C", "O", "C", "C", "C", "H", "H", "H", "H", "H", "H", "C", "Br", "Br", "Br", "H", "C", "Br", "Br", "Br", "H"], "coordinates": [[4.7614, 7.2274, -1.3372], [5.4412, 7.4625, -0.3355], [5.8812, 6.5029, 0.6003], [6.5341, 7.2573, 1.6461], [6.9810, 8.5449, 1.0133], [5.8875, 8.8736, 0.0571], [7.3612, 6.7284, 2.1198], [5.7950, 7.4530, 2.4230], [7.9019, 8.4232, 0.4430], [7.1495, 9.3821, 1.6906], [6.2382, 9.4742, -0.7822], [5.1493, 9.4095, 0.6538], [-8.0763, -3.5040, -2.3149], [-8.3230, -2.3507, -2.7410], [-8.4985, -1.2537, -1.9119], [-8.2306, -0.0270, -2.5566], [-7.6784, -0.5042, -3.8942], [-8.3057, -1.8413, -4.1447], [-7.4920, 0.5664, -2.0176], [-9.1442, 0.5545, -2.6800], [-6.5985, -0.6492, -3.9225], [-7.8447, 0.1454, -4.7536], [-7.7640, -2.5113, -4.8123], [-9.3388, -1.7759, -4.4862], [2.9690, -10.2165, -1.4454], [2.4634, -9.1609, -1.1058], [2.7594, -8.5894, 0.0366], [1.8806, -7.5229, 0.3395], [1.1805, -7.2343, -0.9663], [1.3263, -8.4653, -1.8452], [2.4129, -6.6344, 0.6790], [1.1958, -7.8606, 1.1174], [1.4977, -6.3548, -1.5266], [0.1618, -6.9448, -0.7085], [1.4825, -8.2407, -2.9003], [0.4957, -9.1584, -1.7113], [0.3982, 2.4814, 1.0161], [1.5007, 0.8258, 1.2428], [0.5859, 3.8977, 2.3951], [-1.5540, 2.2088, 0.8797], [0.7093, 3.0528, 0.1415], [0.0855, 0.1370, 7.1602], [0.0055, -1.8955, 7.1980], [1.9628, 0.8608, 7.3640], [-1.0942, 0.7968, 8.5296], [-0.2121, 0.4293, 6.1532]], "lowdin_charge": [0.087, -0.391, 0.015, -0.169, -0.202, -0.095, 0.127, 0.125, 0.122, 0.121, 0.131, 0.131, 0.078, -0.406, 0.003, -0.159, -0.174, -0.100, 0.127, 0.126, 0.122, 0.117, 0.132, 0.134, 0.094, -0.501, 0.053, -0.153, -0.176, -0.058, 0.128, 0.129, 0.114, 0.113, 0.128, 0.130, -1.504, 0.528, 0.501, 0.511, -0.035, -1.490, 0.472, 0.488, 0.559, -0.029]}

***

Entry 2:
{"formula": "C14H20CdN2", "method": "wB97M-V/def2-TZVPD", "total_charge": 0, "de_lowest_ev": 0.000, "elements": ["C", "C", "H", "H", "H", "H", "H", "H", "C", "C", "C", "C", "H", "H", "H", "H", "N", "C", "C", "N", "C", "C", "C", "H", "H", "C", "H", "H", "Cd", "C", "H", "H", "H", "C", "H", "H", "H"], "coordinates": [[-0.6028, 0.8169, 5.3566], [-0.7001, -0.6617, 5.4189], [0.4189, 1.1928, 5.2031], [-0.9115, 1.1122, 6.3391], [-1.2281, 1.3302, 4.5844], [-0.3373, -1.0917, 4.4601], [-0.0952, -1.0663, 6.2526], [-1.7035, -1.0399, 5.5487], [0.3439, 2.6356, -1.2170], [0.6937, 3.4913, -2.2694], [0.9059, 2.9375, -3.5415], [0.9103, 1.5336, -3.6940], [0.1316, 3.0067, -0.1922], [0.6649, 4.5593, -2.0578], [1.1009, 3.6292, -4.3605], [1.0575, 1.0943, -4.6835], [0.2898, 1.3119, -1.3987], [0.5470, 0.7205, -2.5972], [0.4376, -0.7779, -2.6009], [0.1516, -1.3073, -1.3816], [-0.0093, -2.6149, -1.1790], [0.3013, -2.9799, -3.5196], [0.0682, -3.4922, -2.2365], [-0.1929, -2.9215, -0.1472], [-0.0991, -4.5480, -2.0166], [0.4778, -1.6064, -3.7236], [0.6016, -1.1585, -4.7246], [0.3285, -3.6730, -4.3423], [-0.2849, -0.0119, 0.4783], [-2.5382, 0.0311, 0.4627], [-2.8240, -1.0299, 0.3083], [-2.8155, 0.6432, -0.4230], [-3.0187, 0.4293, 1.3753], [1.7045, -0.0945, 1.5415], [2.3140, 0.7612, 1.2000], [1.7573, -0.1424, 2.6398], [2.1543, -1.0187, 1.1372]], "lowdin_charge": [-0.197, -0.198, 0.067, 0.048, 0.078, 0.063, 0.073, 0.056, -0.126, -0.055, -0.050, -0.003, 0.119, 0.105, 0.108, 0.105, -0.001, -0.188, -0.194, -0.005, -0.136, -0.046, -0.054, 0.112, 0.111, -0.005, 0.116, 0.104, 1.156, -0.335, -0.085, -0.078, -0.082, -0.329, -0.081, -0.086, -0.086]}

***

Entry 3:
{"formula": "C14H20Cl3N3O3S", "method": "wB97M-V/def2-TZVPD", "total_charge": 0, "de_lowest_ev": 0.000, "elements": ["C", "C", "C", "C", "C", "C", "O", "N", "C", "N", "C", "C", "C", "C", "S", "N", "O", "O", "C", "C", "C", "Cl", "Cl", "Cl", "H", "H", "H", "H", "H", "H", "H", "H", "H", "H", "H", "H", "H", "H", "H", "H", "H", "H", "H", "H"], "coordinates": [[-5.5669, -2.3702, -1.1026], [-4.2843, -1.6840, -1.5565], [-3.0570, -2.1180, -0.7535], [-3.1414, -1.7196, 0.7232], [-1.7952, -1.8148, 1.4569], [-1.0678, -0.4963, 1.5975], [-0.4954, -0.1514, 2.6062], [-1.0818, 0.2910, 0.4829], [-0.5442, 1.6285, 0.4915], [0.4947, 1.8448, -0.4622], [1.7922, 1.3923, -0.3192], [2.2625, 0.7980, 0.8550], [3.5867, 0.4118, 0.9468], [4.4393, 0.6076, -0.1205], [6.1447, 0.1397, 0.0200], [6.8077, 1.5449, 0.6826], [6.2844, -0.9112, 0.9866], [6.7099, -0.0296, -1.2883], [3.9895, 1.1824, -1.2937], [2.6705, 1.5706, -1.3949], [-1.6805, 2.6358, 0.2266], [-2.9616, 2.4336, 1.4343], [-2.3774, 2.3420, -1.3894], [-1.0593, 4.2926, 0.2871], [-6.3914, -2.0956, -1.7562], [-5.4515, -3.4514, -1.1337], [-5.8280, -2.0790, -0.0888], [-4.1111, -1.9178, -2.6095], [-4.4050, -0.6007, -1.4756], [-2.1687, -1.6798, -1.2179], [-2.9470, -3.2026, -0.8232], [-3.5339, -0.7035, 0.8105], [-3.8530, -2.3803, 1.2182], [-1.9328, -2.1961, 2.4694], [-1.1316, -2.5096, 0.9363], [-1.5840, -0.0072, -0.3389], [-0.1596, 1.7967, 1.5078], [0.1947, 2.0100, -1.4122], [1.6038, 0.6165, 1.6887], [3.9671, -0.0621, 1.8370], [7.1663, 1.3825, 1.6095], [7.5131, 1.9386, 0.0814], [4.6796, 1.3023, -2.1129], [2.3038, 2.0192, -2.3065]], "lowdin_charge": [-0.109, -0.268, -0.229, -0.202, -0.090, -0.493, 0.063, 0.095, -0.488, 0.036, -0.229, 0.008, -0.046, -0.310, 0.618, -0.061, -0.303, -0.305, -0.057, -0.010, -1.505, 0.636, 0.620, 0.623, 0.070, 0.075, 0.066, 0.106, 0.099, 0.100, 0.118, 0.105, 0.111, 0.122, 0.129, 0.094, 0.147, 0.102, 0.096, 0.117, 0.061, 0.061, 0.114, 0.114]}

***

Entry 4:
{"formula": "C14H20F2NO7S", "method": "wB97M-V/def2-TZVPD", "total_charge": 1, "e_tot_ev": -46924.2627, "elements": ["C", "C", "C", "F", "C", "C", "O", "C", "O", "C", "C", "O", "C", "C", "O", "C", "S", "O", "O", "F", "N", "C", "C", "C", "O", "H", "H", "H", "H", "H", "H", "H", "H", "H", "H", "H", "H", "H", "H", "H", "H", "H", "H", "H", "H"], "coordinates": [[-2.7789, -3.7330, -1.5195], [-2.5025, -2.2674, -2.0632], [-2.6135, -1.2765, -0.8121], [-3.6097, -0.2886, -1.0466], [-1.2159, -0.5922, -0.6217], [-0.8650, 0.3700, -1.7085], [-1.6757, 0.5871, -2.7837], [0.4077, 1.1038, -1.6383], [0.8025, 2.0223, -2.5899], [1.2781, 0.8045, -0.4629], [2.6420, 1.5811, -0.4568], [2.5154, 2.8956, 0.1292], [3.5093, 3.7218, -0.4591], [5.0027, 3.2319, -0.5940], [3.2440, 4.8273, -0.8354], [0.8657, -0.1509, 0.5797], [1.9624, -0.4488, 2.0345], [2.8628, 0.6552, 2.2752], [1.1796, -0.6649, 3.2428], [2.7510, -1.8512, 1.6860], [-0.3590, -0.8271, 0.4399], [-0.8114, -1.8506, 1.4385], [-1.8774, -1.2917, 2.4752], [-2.1519, 0.2510, 2.4027], [-1.0790, 1.0714, 2.8964], [-3.8768, -3.8979, -1.3138], [-2.2468, -3.9490, -0.5466], [-2.4181, -4.4864, -2.2644], [-3.3112, -2.0086, -2.7918], [-1.4655, -2.1819, -2.4770], [-2.9776, -1.8664, 0.0606], [-1.3329, 1.3088, -3.3432], [0.1689, 2.7722, -2.6132], [2.9272, 1.7310, -1.5353], [3.4714, 0.9746, 0.0031], [5.0975, 2.3402, -1.2797], [5.6240, 4.0409, -1.0708], [5.4540, 3.0318, 0.4201], [-1.2978, -2.7243, 0.9153], [0.0639, -2.3177, 1.9740], [-2.8467, -1.8547, 2.3170], [-1.5511, -1.5524, 3.5185], [-2.4465, 0.6406, 1.3904], [-3.0424, 0.4454, 3.0769], [-1.4767, 1.6739, 3.5515]], "lowdin_charge": [-0.090, -0.140, -0.222, -0.006, 0.003, -0.093, 0.112, -0.104, 0.086, 0.030, -0.159, -0.011, -0.455, 0.012, 0.140, -0.092, 0.778, -0.216, -0.247, -0.163, 0.021, -0.101, -0.113, -0.234, -0.081, 0.098, 0.065, 0.086, 0.133, 0.118, 0.129, 0.138, 0.161, 0.135, 0.131, 0.087, 0.101, 0.105, 0.115, 0.125, 0.124, 0.133, 0.115, 0.139, 0.107]}

***

Entry 5:
{"formula": "C14H20F3O5P", "method": "wB97M-V/def2-TZVPD", "total_charge": 0, "e_tot_ev": -42522.7786, "elements": ["C", "C", "C", "O", "C", "O", "P", "O", "O", "O", "C", "C", "C", "F", "C", "F", "F", "H", "H", "H", "H", "H", "H", "H", "H", "H", "H", "H", "H", "H", "H", "C", "C", "C", "C", "C", "C", "H", "H", "H", "H", "H", "H"], "coordinates": [[-4.0311, 2.8212, 2.8306], [-3.2634, 1.5081, 2.6696], [-1.8015, 1.7730, 2.3637], [-1.1721, 0.5722, 1.9389], [-0.1044, 0.8057, 1.0843], [0.5707, -0.4407, 0.9817], [2.0823, -0.3956, 0.5037], [2.4167, 0.5112, -0.5842], [2.9313, -0.0635, 1.8204], [2.2841, -1.9479, 0.2510], [3.5274, -2.3477, -0.3551], [3.7384, -3.8322, -0.0424], [5.1751, -4.2161, 0.0385], [5.7630, -4.5840, -1.1196], [5.9194, -4.1848, 1.1186], [5.4517, -3.8113, 2.3102], [7.1979, -4.5463, 1.1885], [-3.4416, 3.5524, 3.3920], [-4.9654, 2.6799, 3.3715], [-4.2481, 3.2636, 1.8571], [-3.6692, 0.9267, 1.8397], [-3.3497, 0.9076, 3.5764], [-1.7293, 2.5425, 1.5825], [-1.2828, 2.1561, 3.2514], [0.5674, 1.5776, 1.4863], [-0.4591, 1.0891, 0.0878], [2.6527, -0.5898, 2.5792], [3.4602, -2.1625, -1.4271], [4.3551, -1.7499, 0.0354], [3.2427, -4.0563, 0.9022], [3.2788, -4.4482, -0.8163], [-1.5947, 0.6065, -3.7916], [-1.3458, 1.3067, -2.6196], [-2.3433, 2.0891, -2.0540], [-3.5896, 2.1730, -2.6593], [-3.8373, 1.4743, -3.8325], [-2.8401, 0.6917, -4.3984], [-0.8177, -0.0060, -4.2300], [-0.3703, 1.2454, -2.1522], [-2.1486, 2.6386, -1.1405], [-4.3671, 2.7837, -2.2182], [-4.8081, 1.5403, -4.3068], [-3.0345, 0.1467, -5.3132]], "lowdin_charge": [-0.107, -0.227, -0.235, -0.089, -0.261, -0.118, 0.340, -0.209, -0.081, -0.172, -0.182, -0.075, -0.226, 0.083, -0.297, 0.132, 0.146, 0.073, 0.069, 0.070, 0.115, 0.112, 0.121, 0.132, 0.141, 0.114, 0.095, 0.132, 0.128, 0.131, 0.132, -0.089, -0.093, -0.099, -0.097, -0.098, -0.096, 0.102, 0.092, 0.091, 0.099, 0.100, 0.100]}

***

Entry 6:
{"formula": "C14H20N2O2", "method": "wB97M-V/def2-TZVPD", "total_charge": 0, "de_lowest_ev": 15.915, "elements": ["C", "H", "H", "C", "N", "H", "C", "C", "C", "H", "O", "C", "C", "C", "C", "C", "N", "C", "C", "C", "H", "H", "H", "H", "H", "H", "H", "O", "H", "H", "H", "H", "C", "H", "H", "H", "H", "H"], "coordinates": [[0.8882, 1.6736, 3.3195], [1.2323, 2.0755, 4.1682], [0.9079, 2.5214, 2.4578], [1.8323, 0.6756, 2.7149], [1.3479, 0.4840, 1.4248], [0.3189, 0.2192, 1.5866], [1.7949, -1.0127, 1.1401], [1.1604, -1.4034, -0.3175], [-0.2248, -1.9197, 0.1436], [-0.2831, -2.5047, 1.0706], [-1.0848, -1.0808, 0.4334], [-1.6182, -0.1756, -0.5407], [-2.6448, 1.0628, -0.0529], [-3.2911, 1.6122, -0.9398], [-3.1499, 1.6570, -2.3200], [-2.4487, 0.4838, -2.6252], [-2.2910, 0.2894, -3.9833], [-1.3378, -0.8646, -3.9860], [-0.9466, -1.2570, -2.9645], [-1.6961, -0.4568, -1.8593], [-0.2173, -1.9486, -2.5694], [-0.9208, -1.4443, -4.8815], [-2.5133, 0.5427, -4.8708], [-3.7903, 2.0554, -2.8329], [-3.6916, 2.5136, -0.6675], [-2.7168, 0.9600, 0.9340], [-0.8284, -2.4830, -0.5450], [1.7586, -2.6486, -1.0510], [2.5585, -2.3468, -1.0241], [0.8608, -0.6312, -0.9191], [3.0074, -0.8824, 0.5280], [1.9907, -1.6964, 1.6717], [3.2972, 1.0956, 2.6065], [3.6107, 1.6389, 3.6528], [3.3386, 1.9794, 1.9497], [4.0346, 0.1629, 2.2360], [1.9416, -0.1180, 3.3470], [-0.1860, 1.1716, 3.5652]], "lowdin_charge": [-0.058, 0.007, 0.143, -0.638, 0.017, 0.117, -0.039, -0.170, -0.348, 0.157, -0.062, -0.011, 0.025, -0.199, 0.033, -0.194, 0.129, -0.153, -0.070, -0.050, 0.109, 0.156, 0.099, 0.021, 0.100, 0.060, 0.128, 0.016, -0.051, 0.101, 0.185, -0.013, -0.084, 0.120, 0.062, 0.124, 0.096, 0.136]}

***

Entry 7:
{"formula": "C14H20N3O7SW", "method": "wB97M-V/def2-TZVPD", "total_charge": 3, "de_lowest_ev": 1.832, "elements": ["W", "O", "C", "C", "N", "C", "C", "O", "O", "C", "C", "O", "O", "H", "H", "H", "H", "H", "H", "H", "H", "H", "C", "C", "O", "O", "H", "H", "H", "C", "C", "C", "C", "N", "C", "S", "N", "C", "H", "H", "H", "H", "H", "H", "H", "H"], "coordinates": [[0.4828, -0.3098, -0.9030], [-0.1093, -0.3027, 1.2618], [0.8034, -0.4704, 2.4144], [1.4497, -1.8483, 2.4506], [2.1535, -2.2439, 1.2294], [3.3753, -1.5630, 0.8330], [2.7128, -0.7289, -0.2173], [2.3249, -1.2147, -1.3357], [2.0646, 0.3680, 0.0886], [1.7865, -3.4431, 0.5300], [0.8969, -3.2478, -0.7126], [0.8055, -3.8970, -1.6783], [0.0433, -2.0722, -0.5315], [-0.8961, -0.8546, 1.3971], [0.2006, -0.3174, 3.3088], [1.5099, 0.3489, 2.3412], [0.6904, -2.6061, 2.6447], [2.1284, -1.8590, 3.3098], [4.1275, -2.2301, 0.4154], [3.7955, -0.9583, 1.6343], [1.2255, -4.1108, 1.1887], [2.6572, -3.9991, 0.1775], [-2.5359, 2.2055, -0.3631], [-1.4184, 1.2975, -0.6058], [-0.1854, 1.6076, -0.4858], [-1.5411, 0.0570, -0.9832], [-2.7675, 2.6950, -1.3181], [-2.2496, 2.9766, 0.3495], [-3.4204, 1.6537, -0.0486], [0.6379, -1.3320, -7.1234], [0.3536, -1.1995, -5.6755], [-0.5280, -1.9866, -4.9675], [-0.7154, -1.8184, -3.5971], [0.0375, -0.8692, -2.9629], [0.8354, -0.0493, -3.6638], [1.5058, 1.1622, -2.6860], [1.0091, -0.2225, -4.9780], [-1.7927, -2.5735, -2.9145], [-0.2404, -1.6996, -7.6506], [1.4377, -2.0694, -7.2549], [0.9623, -0.3905, -7.5655], [-1.1111, -2.7308, -5.4918], [1.6386, 0.4036, -5.4757], [-1.6938, -3.6348, -3.1440], [-2.7420, -2.2412, -3.3487], [-1.8356, -2.4257, -1.8452]], "lowdin_charge": [1.971, -0.150, -0.081, -0.084, -0.133, 0.016, -0.439, -0.081, -0.107, -0.019, -0.385, 0.240, -0.245, 0.146, 0.158, 0.134, 0.146, 0.159, 0.166, 0.168, 0.166, 0.166, 0.093, -0.527, -0.114, -0.081, 0.142, 0.129, 0.127, 0.048, -0.166, 0.088, -0.189, -0.039, -0.671, 0.980, 0.188, 0.024, 0.120, 0.134, 0.113, 0.162, 0.196, 0.125, 0.135, 0.071]}

***

Entry 8:
{"formula": "C14H20N4OS", "method": "wB97M-V/def2-TZVPD", "total_charge": 0, "de_lowest_ev": 3.585, "elements": ["C", "C", "C", "C", "S", "C", "N", "C", "N", "C", "C", "N", "C", "N", "C", "C", "C", "C", "C", "O", "H", "H", "H", "H", "H", "H", "H", "H", "H", "H", "H", "H", "H", "H", "H", "H", "H", "H", "H", "H"], "coordinates": [[-3.6449, -3.1385, -2.5759], [-3.1943, -4.1754, -1.5165], [-1.8315, -3.7857, -0.7718], [-0.5776, -3.8994, -1.5985], [0.8844, -3.8820, -0.5100], [1.5959, -2.2741, -0.5480], [2.8100, -2.1304, -1.1136], [3.3837, -0.9958, -0.9499], [2.9424, 0.0583, -0.3508], [1.6746, 0.0608, 0.1366], [0.9226, -1.1941, 0.1283], [-0.3549, -1.0124, 0.7231], [-0.4001, 0.2475, 0.9613], [0.7820, 0.9703, 0.6384], [1.1934, 2.3478, 0.8086], [0.8477, 2.6551, 2.2882], [1.1543, 4.0959, 2.6353], [0.5368, 4.9732, 1.5695], [1.0630, 4.5801, 0.2405], [0.4799, 3.2839, -0.0199], [-3.5146, -2.1293, -2.0822], [-4.6291, -3.3612, -2.8615], [-3.0848, -3.0255, -3.4828], [-3.0377, -5.1792, -2.0232], [-4.0146, -4.2554, -0.8980], [-1.7519, -4.4516, 0.0922], [-1.9107, -2.7922, -0.3244], [-0.6132, -4.7902, -2.2726], [-0.4378, -3.0630, -2.2174], [4.4399, -1.0980, -1.0962], [-1.3444, 0.7907, 1.3092], [2.3065, 2.4388, 0.7350], [1.3279, 1.9926, 3.0954], [-0.1319, 2.4362, 2.3126], [2.2333, 4.3137, 2.7580], [0.7666, 4.4177, 3.5808], [-0.5891, 5.0678, 1.7816], [0.8696, 6.0211, 1.7556], [0.7311, 5.4539, -0.4618], [2.1174, 4.4280, 0.1252]], "lowdin_charge": [-0.114, -0.226, -0.285, -0.478, 0.943, -0.520, 0.068, -0.283, 0.146, -0.178, -0.162, 0.130, -0.107, 0.050, -0.282, -0.127, -0.207, -0.215, -0.195, -0.073, 0.091, 0.041, 0.054, 0.117, 0.061, 0.091, 0.078, 0.096, 0.055, 0.109, 0.164, 0.167, 0.158, 0.057, 0.127, 0.101, 0.153, 0.119, 0.158, 0.116]}